Below is a structure of composition C27H36N4O4 at a distorted geometry, with properties calculated with the ωB97M-V functional and the def2-TZVPD basis.

Positions of all 71 atoms, in Å:
O (0.541, -1.542, 3.060)
O (-0.445, 0.435, 0.283)
O (2.651, -3.272, -1.173)
O (-3.818, -0.955, 1.657)
N (-1.598, -1.078, 2.282)
N (1.723, -1.190, -1.003)
N (-2.251, 1.603, 0.342)
N (-0.163, -2.674, 0.855)
C (-3.998, 3.505, -1.636)
C (-2.546, 2.760, -1.776)
C (3.840, 0.577, -0.625)
C (-3.281, -3.085, -1.884)
C (-2.139, 1.097, 3.329)
C (-1.258, 1.263, 1.117)
C (2.673, 0.656, -1.650)
C (-1.987, -3.740, -2.015)
C (-0.837, 1.466, 2.502)
C (2.176, -0.786, -2.264)
C (1.235, -3.011, 0.625)
C (-1.148, -2.564, -0.082)
C (4.562, -0.375, -0.570)
C (6.447, 0.924, 0.588)
C (-3.922, 0.932, -1.033)
C (-4.889, 2.214, -1.684)
C (-0.332, -1.750, 1.834)
C (-1.866, -0.487, 3.493)
C (5.246, 2.180, 0.902)
C (2.001, -2.550, -0.645)
C (5.738, -0.391, 0.344)
C (-1.058, -3.513, -1.100)
C (-2.433, -2.169, 0.218)
C (-2.442, 1.470, -1.074)
C (-3.539, -2.479, -0.822)
C (-2.739, -1.539, 1.369)
C (4.263, 2.163, -0.418)
H (1.003, -0.751, -0.430)
H (1.172, -3.999, 0.723)
H (7.179, 0.802, 1.457)
H (1.927, 1.423, -1.148)
H (2.879, 1.391, -2.452)
H (5.467, -0.757, 1.538)
H (1.818, -2.664, 1.894)
H (4.215, -1.373, -0.877)
H (-2.922, 2.372, 0.806)
H (6.883, 1.196, -0.244)
H (-2.896, -0.958, 4.064)
H (-1.953, 1.457, 4.297)
H (-4.092, -3.487, -2.468)
H (-4.041, 3.882, -0.574)
H (0.197, 1.138, 2.948)
H (-2.955, 1.147, 2.721)
H (-1.785, -4.160, -2.853)
H (-1.699, 3.390, -1.456)
H (-0.952, -0.826, 4.142)
H (-2.594, 2.688, -2.832)
H (-4.440, -2.126, -0.420)
H (1.309, -0.396, -2.695)
H (2.911, -1.093, -2.777)
H (-1.839, 0.933, -1.457)
H (-5.137, 1.932, -2.573)
H (4.895, 2.670, -1.103)
H (4.671, 1.626, 1.887)
H (-5.635, 2.333, -1.143)
H (5.720, 2.948, 0.969)
H (-4.112, 0.104, -1.915)
H (3.510, 2.482, -0.172)
H (6.631, -1.006, -0.035)
H (-4.314, 0.730, 0.036)
H (-0.836, 2.560, 2.346)
H (-4.452, 4.257, -2.184)
H (-0.144, -3.963, -1.366)

Cartesian forces, eV/Å:
-2.6 -1.8 -7.4
-1.7 2.9 3.5
7.2 -7.2 -5.9
1.4 -2.3 -0.7
-0.1 -6.5 -7.8
0.2 -7.5 2.6
-2.3 5.5 4.6
0.3 5.1 1.8
1.2 -4.3 4.3
-0.7 4.2 -0.5
-6.0 11.9 -5.5
1.6 -5.1 -4.8
5.9 -3.8 0.5
6.6 -7.2 -7.3
-0.1 2.2 0.0
-3.6 4.4 3.7
-1.5 2.4 0.5
-5.0 9.0 6.2
1.8 3.2 3.9
-2.0 -3.3 0.0
6.1 -9.4 2.9
-4.2 1.1 5.1
-2.8 0.3 -3.4
9.7 -0.5 2.0
1.4 3.2 12.0
-1.8 -0.2 4.7
-5.7 -14.0 -0.8
-8.6 9.1 6.0
2.3 -1.4 3.2
1.6 0.4 -1.6
-0.6 -2.1 -5.2
-10.7 5.4 5.5
2.0 4.3 8.4
-1.5 7.2 6.0
14.8 -9.5 0.7
0.2 0.8 -0.7
0.8 -4.3 -0.3
-1.0 0.5 -1.2
0.1 -2.5 -0.6
1.0 -0.5 -0.1
0.4 0.3 -3.5
-1.9 -0.6 -4.0
0.4 0.4 -0.2
1.6 -2.3 -1.5
2.7 1.6 -4.2
2.7 1.0 -1.9
-1.1 1.1 1.3
-0.1 0.4 -0.7
-0.2 -0.2 -0.8
-2.3 0.0 -1.6
-2.7 0.9 -0.7
1.3 -3.5 -5.1
-0.2 0.1 -0.5
-1.7 1.4 -0.9
1.0 -0.8 -1.2
-1.5 0.4 -0.1
-1.2 -0.2 -2.3
5.0 -3.5 -3.3
7.9 -7.3 -4.6
-1.4 -1.4 -5.6
-0.3 0.0 -1.5
1.5 2.4 -2.6
-7.0 0.8 4.9
5.1 9.3 1.7
0.5 1.5 2.9
-14.1 7.2 4.0
-1.7 0.0 0.5
0.8 -0.4 -2.2
0.5 0.4 1.2
0.3 1.5 -1.9
1.4 -0.4 0.4

## Properties
2S+1: 1
Kohn-Sham gap: 7.82 eV
Charge: 0
Electronic energy: -42712.908 eV